Density functional theory data (wB97M-V/def2-TZVPD) for a structure of composition C32H57N14O4Ti.

Last column: Mulliken charge in e.
Atoms and positions in Å:
Ti: -0.10356 0.56245 -0.22421  -1.32
C: -4.43132 -2.41120 -3.11847  -1.20
N: -3.20281 -1.61215 -3.06441  0.34
C: -2.82074 -1.09039 -4.36603  -1.04
C: -2.57254 -1.38281 -1.88670  -1.00
N: -2.04503 -0.20383 -1.54567  1.27
C: -2.72664 0.92554 -2.20365  -0.92
C: -2.35621 2.21427 -1.52110  -2.00
N: -0.87769 2.31462 -1.37975  1.04
C: -0.22382 2.33069 -2.72218  -1.47
C: 0.21832 0.94472 -3.13286  0.13
N: 0.84199 0.25022 -1.98977  2.18
C: 1.87883 -0.56655 -2.36852  -1.23
N: 2.86545 -0.09090 -3.14429  0.38
C: 3.57304 -0.91337 -4.13272  -1.18
C: 3.20253 1.32520 -3.21115  -1.01
N: 1.90793 -1.84877 -1.99600  0.39
C: 0.69613 -2.59373 -1.69912  -0.97
C: 3.14376 -2.60491 -1.80707  -1.38
C: -0.57388 3.58309 -0.67947  -1.55
C: 0.83639 3.48205 -0.16982  -0.81
N: 0.88819 2.23371 0.61136  1.53
C: 1.60378 2.28063 1.75508  -1.14
N: 2.69337 3.04219 1.90259  0.42
C: 3.07236 3.59760 3.20750  -1.09
C: 3.59239 3.45909 0.83096  -1.18
N: 1.18077 1.53286 2.81648  1.09
C: 2.13991 0.89238 3.71138  -1.34
C: -0.09295 1.86429 3.46108  -1.22
N: -2.53492 -2.44549 -1.02178  1.12
C: -2.40634 -3.81268 -1.51325  -1.30
C: -3.18315 -2.35850 0.27656  -1.22
H: -5.19085 -1.83805 -3.65055  0.42
H: -4.80290 -2.61590 -2.11977  0.33
H: -4.27050 -3.34974 -3.65022  0.39
H: -2.90853 -1.90004 -5.09161  0.42
H: -1.78750 -0.76092 -4.37218  0.24
H: -3.47250 -0.27636 -4.69043  0.36
H: -3.81161 0.80209 -2.14516  0.86
H: -2.48990 1.01250 -3.26656  0.33
H: -2.78945 2.27117 -0.52697  0.57
H: -2.71229 3.07066 -2.10246  0.52
H: 0.64764 2.98093 -2.67000  0.43
H: -0.90397 2.76742 -3.45808  0.39
H: 0.90498 1.02904 -3.97497  1.52
H: -0.62339 0.34634 -3.46561  -1.45
H: 3.06643 -1.86329 -4.26669  0.40
H: 4.61025 -1.08520 -3.84699  0.38
H: 3.56176 -0.38088 -5.08346  0.40
H: 2.68786 1.87656 -2.42873  0.25
H: 2.93279 1.75066 -4.17962  0.42
H: 4.28021 1.43794 -3.08593  0.37
H: -0.17641 -1.98414 -1.90487  -0.13
H: 0.67338 -2.90058 -0.65122  0.20
H: 0.67026 -3.49144 -2.31867  0.71
H: 4.00038 -1.93923 -1.78986  0.43
H: 3.28170 -3.35806 -2.58278  0.41
H: 3.07786 -3.11773 -0.84615  0.42
H: -1.26729 3.68516 0.15536  0.40
H: -0.71671 4.42947 -1.35715  0.41
H: 1.07860 4.34722 0.44874  0.74
H: 1.54371 3.46971 -1.00270  0.35
H: 2.24031 3.54696 3.90127  0.32
H: 3.32994 4.64579 3.06199  0.42
H: 3.93839 3.08350 3.62387  0.38
H: 3.37463 2.93958 -0.09273  0.31
H: 4.61464 3.22647 1.13209  0.38
H: 3.52336 4.53431 0.66292  0.41
H: 3.09728 0.76132 3.21083  0.44
H: 1.74739 -0.08902 3.98246  0.18
H: 2.29326 1.45162 4.63603  0.51
H: -0.76559 2.33978 2.75336  0.34
H: 0.08370 2.54145 4.30167  0.46
H: -0.55603 0.96188 3.85476  0.32
H: -3.35971 -4.34484 -1.51356  0.45
H: -1.72545 -4.35690 -0.85599  0.28
H: -2.00225 -3.81795 -2.52243  0.42
H: -3.48807 -1.33378 0.46715  0.35
H: -2.53109 -2.71142 1.07183  0.27
H: -4.08323 -2.98119 0.27438  0.58
N: 3.16226 -2.95553 2.73362  -0.39
C: 3.12443 -1.92633 1.87142  -0.26
C: 1.89162 -1.42325 1.37872  -1.43
N: 1.84946 -0.39887 0.54260  2.88
C: 3.02644 0.14329 0.17257  0.14
C: 4.21629 -0.35144 0.66411  -0.77
N: 4.27879 -1.37193 1.50797  -0.59
H: 2.34104 -3.47040 2.99637  0.20
H: 4.06003 -3.30055 3.03541  0.30
H: 0.95286 -1.84999 1.69951  0.10
H: 2.99433 0.96697 -0.51710  -0.62
H: 5.15950 0.09415 0.36932  0.58
O: -1.75460 1.05435 0.98997  -0.14
C: -1.64752 -0.07176 1.55660  0.67
O: -0.75224 -0.84451 1.03989  -0.50
C: -2.42548 -0.43909 2.74040  0.88
C: -2.08747 -1.57428 3.47886  -0.16
C: -2.80456 -1.89091 4.61676  -0.75
C: -3.85264 -1.06313 4.98083  -0.46
C: -4.21283 0.06290 4.26452  -0.74
C: -3.48321 0.38111 3.13232  -0.52
N: -4.62622 -1.40304 6.20385  1.04
O: -5.53543 -0.66562 6.48938  -0.58
O: -4.26750 -2.38034 6.81313  -0.58
H: -1.26521 -2.20267 3.16413  0.47
H: -2.57617 -2.75563 5.22325  0.56
H: -5.04428 0.66527 4.60123  0.57
H: -3.73072 1.25803 2.55078  0.50

Atomic forces in eV per Å
Ti -0.1993 -0.2229 -0.0107
C 0.0621 -0.0712 0.0182
N -0.1020 -0.0069 0.0106
C 0.0112 0.0334 -0.0202
C 0.0746 -0.0478 0.0705
N 0.0076 -0.0106 -0.0266
C 0.0018 0.0556 0.0303
C -0.0669 -0.0295 -0.0410
N -0.1622 -0.1297 -0.1120
C 0.0065 -0.0430 -0.0112
C -0.0256 0.1184 -0.0640
N 0.0679 0.1338 0.0008
C 0.0582 -0.1230 -0.1009
N -0.0716 -0.0168 0.0452
C 0.0112 -0.0143 -0.0170
C 0.0605 0.0252 0.0302
N 0.0181 0.1165 -0.0127
C -0.0861 -0.0142 0.0570
C 0.0285 -0.0297 -0.0048
C 0.0556 0.0431 0.0602
C -0.0819 -0.0322 0.1162
N 0.0713 -0.0715 -0.0729
C 0.0416 0.0947 0.0191
N -0.0710 -0.0630 -0.0130
C 0.0113 0.0036 0.0335
C -0.0030 0.0091 -0.0233
N 0.0082 -0.0371 -0.0263
C 0.0055 0.0071 0.0235
C -0.0298 0.0248 -0.0053
N 0.0034 0.0443 -0.0549
C -0.0027 0.0366 -0.0138
C -0.0173 -0.0005 -0.0319
H -0.0001 -0.0044 -0.0076
H 0.0025 -0.0048 0.0329
H -0.0181 -0.0112 0.0020
H -0.0035 0.0105 0.0000
H 0.0286 -0.0136 0.0216
H 0.0121 0.0069 -0.0191
H 0.0190 0.0025 -0.0127
H -0.0149 0.0070 0.0385
H 0.0174 0.0030 -0.0326
H 0.0169 -0.0159 0.0136
H -0.0259 -0.0183 0.0073
H 0.0115 -0.0097 0.0238
H -0.0557 -0.0204 0.0234
H 0.0445 0.0290 -0.0102
H -0.0035 0.0043 -0.0095
H 0.0042 -0.0043 0.0063
H 0.0005 0.0022 -0.0020
H 0.0038 -0.0020 0.0169
H 0.0051 -0.0133 -0.0077
H -0.0007 0.0061 0.0043
H 0.0180 -0.0123 -0.0248
H 0.0081 0.0113 0.0133
H 0.0003 0.0024 -0.0029
H 0.0015 0.0064 -0.0036
H 0.0018 0.0024 0.0039
H -0.0040 -0.0003 -0.0005
H 0.0216 -0.0160 -0.0119
H -0.0046 -0.0125 0.0143
H -0.0094 -0.0281 0.0106
H 0.0188 0.0442 0.0438
H -0.0001 0.0005 0.0041
H -0.0001 0.0021 0.0007
H 0.0048 -0.0094 0.0006
H -0.0121 -0.0398 -0.0222
H -0.0027 0.0037 -0.0020
H -0.0075 0.0031 -0.0067
H 0.0126 0.0010 -0.0138
H -0.0059 -0.0068 0.0016
H 0.0095 0.0016 0.0008
H 0.0111 -0.0115 0.0112
H -0.0073 0.0125 -0.0019
H 0.0051 -0.0084 0.0034
H -0.0159 -0.0041 -0.0102
H 0.0033 -0.0089 -0.0019
H 0.0133 -0.0031 -0.0146
H 0.0086 0.0260 0.0268
H 0.0113 -0.0048 0.0177
H -0.0061 0.0073 0.0131
N -0.0154 -0.0419 -0.0149
C -0.0014 0.0150 0.0117
C -0.0594 -0.0044 0.0019
N 0.0279 -0.1453 0.0665
C 0.0072 0.0223 0.0069
C -0.0254 0.0160 0.0127
N 0.0127 -0.0246 0.0084
H 0.0078 0.0159 0.0076
H 0.0010 0.0093 0.0037
H 0.0186 -0.0133 -0.0175
H 0.0094 0.0460 -0.0062
H 0.0130 0.0160 -0.0145
O 0.1146 -0.1055 -0.0182
C -0.0861 0.3967 0.0782
O 0.1754 0.1138 -0.1060
C -0.0126 -0.0317 0.0126
C -0.0063 0.0275 -0.0183
C 0.0012 -0.0123 0.0141
C 0.0357 0.0049 -0.0966
C -0.0184 0.0115 0.0094
C 0.0387 -0.0171 -0.0071
N 0.1059 0.0783 -0.0275
O -0.1843 0.1150 0.0311
O 0.0458 -0.2013 0.0925
H 0.0087 -0.0117 -0.0072
H -0.0025 0.0047 -0.0057
H -0.0015 0.0009 -0.0019
H -0.0139 0.0214 -0.0064

## Properties
- charge = +3
- spin multiplicity = 1
- highest occupied orbital energy (eV) = -16.3808
- LUMO level (eV) = -9.090



Density functional theory data (wB97M-V/def2-TZVPD) for a structure of composition C32H57N2O2P2Pt in a non-equilibrium geometry.

Last column: Mulliken charge in e.
Atoms and positions in Å:
C: -1.40240 2.18120 2.11407  0.68
C: -2.18173 2.49770 -0.12345  1.37
C: -2.20008 3.21466 2.58406  -0.66
C: -2.79349 3.71626 0.30916  -0.92
C: -2.86226 4.02155 1.66228  -0.95
H: -2.25111 3.36117 3.66158  0.63
H: -3.24950 4.34257 -0.44879  0.63
H: -3.40071 4.88425 2.03003  0.54
N: -1.40493 1.84096 0.81903  0.23
P: 0.91044 0.57396 2.17937  -1.44
P: -1.65014 0.25470 -1.68804  -0.20
C: -0.49817 1.38342 3.05594  -1.82
H: -0.13978 2.04871 3.85818  0.77
H: -1.10434 0.59078 3.53335  0.76
C: 0.99640 -0.99536 -0.32592  0.96
O: 1.80647 -1.75537 -0.66752  -0.49
C: -2.34429 1.86445 -1.36862  -2.16
H: -2.98772 2.34770 -2.09536  0.67
C: -0.82540 0.19146 -3.43010  2.29
C: -3.30704 -0.70086 -1.61102  2.15
C: 2.31705 1.83631 2.32527  2.42
C: 1.29587 -0.94795 3.20064  2.14
C: 0.70750 0.11212 -3.33300  -1.83
H: 1.03616 -0.79241 -2.81481  0.36
H: 1.11981 0.06325 -4.35490  0.64
H: 1.13125 0.99202 -2.83508  0.32
C: -1.25282 -1.05105 -4.23503  -1.82
H: -0.98562 -1.97669 -3.71050  0.37
H: -2.31955 -1.07223 -4.48832  0.37
H: -0.69456 -1.05572 -5.18505  0.54
C: -1.16539 1.46485 -4.20734  -1.60
H: -0.60097 1.46380 -5.15405  0.54
H: -2.23289 1.54396 -4.44712  0.33
H: -0.87619 2.37209 -3.66745  0.07
C: -3.09794 -2.19885 -1.81846  -2.01
H: -2.33431 -2.59864 -1.13997  0.34
H: -4.05515 -2.69969 -1.60314  0.61
H: -2.81095 -2.45685 -2.84182  0.38
C: -3.95132 -0.52776 -0.22505  -1.66
H: -3.29383 -0.87957 0.57772  0.27
H: -4.21880 0.51364 -0.01239  0.33
H: -4.86761 -1.13462 -0.18576  0.57
C: -4.30648 -0.18780 -2.65744  -1.59
H: -4.77174 0.76328 -2.35321  0.37
H: -3.88266 -0.03499 -3.65858  0.29
H: -5.12136 -0.91802 -2.77330  0.49
C: 2.67326 -1.51296 2.81159  -1.80
H: 2.81105 -2.45858 3.35725  0.57
H: 2.75338 -1.73676 1.73976  0.24
H: 3.50338 -0.85836 3.10570  0.38
C: 0.22079 -2.01347 2.93417  -1.69
H: -0.76154 -1.70161 3.31313  0.27
H: 0.11819 -2.26304 1.87082  0.26
H: 0.51846 -2.92795 3.46906  0.64
C: 1.28465 -0.65541 4.70911  -1.60
H: 0.31418 -0.26755 5.03950  0.37
H: 1.47034 -1.60778 5.22692  0.53
H: 2.06774 0.03777 5.02595  0.36
C: 1.78634 3.23472 1.98387  -1.95
H: 1.02351 3.56654 2.69908  0.33
H: 2.62537 3.94686 2.04291  0.61
H: 1.38204 3.27774 0.96591  0.23
C: 3.43738 1.48064 1.34246  -1.43
H: 3.09385 1.46177 0.30084  0.30
H: 4.20753 2.26555 1.39723  0.53
H: 3.91857 0.52549 1.58221  0.30
C: 2.92108 1.90457 3.73673  -1.90
H: 2.16517 2.10640 4.50522  0.37
H: 3.49673 1.01176 4.00873  0.41
H: 3.63140 2.74600 3.75567  0.53
Pt: -0.23114 0.27579 0.17092  1.83
N: 2.75095 2.73490 -1.41047  -0.51
C: 2.27692 3.73208 -1.80060  -0.48
C: 1.64144 4.97683 -2.35589  2.38
C: 0.20656 4.62725 -2.71580  -1.20
C: 1.64181 6.09834 -1.31622  -1.71
C: 2.41543 5.41714 -3.60957  -1.45
H: 0.19799 3.89979 -3.53572  0.38
H: -0.26585 4.16296 -1.83973  -0.09
H: -0.38577 5.50099 -3.03306  0.44
H: 2.62146 6.18117 -0.83330  0.42
H: 1.42411 7.05270 -1.81723  0.50
H: 0.86202 5.93318 -0.56172  0.30
H: 2.50396 6.50773 -3.64382  0.33
H: 3.42380 4.97735 -3.64705  0.36
H: 1.86547 5.10469 -4.50003  0.38
C: 0.99056 -5.19378 -0.06165  -1.25
C: -0.36734 -4.54414 -0.04425  0.86
C: -1.47590 -5.42119 0.46637  -1.29
O: -0.54182 -3.37235 -0.40505  -0.41
H: 0.95749 -6.12801 -0.63715  0.44
H: 1.27836 -5.44101 0.96990  0.36
H: 1.71744 -4.50905 -0.49529  0.22
H: -1.24023 -5.74258 1.48840  0.38
H: -2.42032 -4.87465 0.47094  0.27
H: -1.57728 -6.31438 -0.16177  0.41

Atomic forces in eV per Å
C 0.5539 -0.5244 0.0181
C 0.0041 0.4936 0.9047
C -0.0736 0.1077 0.0284
C -0.1222 -0.7415 -0.5751
C 0.3257 -0.1378 0.1593
H -0.0542 0.2545 -0.2915
H -0.1603 -0.0151 0.1699
H -0.0883 0.0670 -0.2114
N -0.0178 -0.0741 -0.2595
P 0.5090 0.6854 3.6028
P -2.6386 -0.0718 -1.8277
C -0.8700 0.0469 -0.4175
H 0.0627 -0.2990 -0.2412
H 0.1997 0.2604 -0.1696
C 4.0321 -3.0618 -2.4770
O -1.9424 1.5758 1.1876
C 0.5086 1.2053 0.5714
H 0.0785 -0.1300 -0.1520
C 1.1507 -0.5272 -0.9331
C -0.3998 -1.1223 0.4457
C 0.8271 0.6839 -1.2266
C 0.2179 -0.9447 -0.4393
C 0.2545 0.1502 0.3276
H -0.0301 0.1205 -0.1736
H -0.2398 0.0811 0.3901
H 0.0564 -0.1295 -0.0494
C -0.4469 -0.4229 0.3252
H -0.0489 0.1689 -0.1856
H 0.3172 0.0102 0.1084
H -0.0754 0.2220 0.3539
C -0.6492 0.7083 0.3055
H -0.1458 -0.2298 0.3341
H 0.1811 -0.0720 -0.0082
H -0.0559 -0.2467 -0.0901
C 0.3323 -0.4818 -0.0353
H -0.2549 0.0269 -0.1396
H 0.3202 0.1449 -0.0803
H -0.1893 0.0560 0.2673
C 0.2894 0.3514 0.2529
H -0.0152 -0.0855 -0.0316
H -0.0520 -0.1645 -0.0512
H 0.2756 0.2200 -0.0855
C -0.0084 1.1224 -0.6058
H 0.1668 -0.2855 -0.0674
H -0.0939 -0.1148 0.2291
H 0.3501 0.0301 0.2102
C 0.2058 -0.0699 -0.0931
H -0.0836 0.2410 -0.1765
H 0.0479 0.0245 0.2531
H -0.2924 -0.2004 -0.1309
C -0.1842 -0.0560 -0.0913
H 0.1502 -0.1258 -0.0581
H 0.0382 -0.0435 0.1471
H -0.1617 0.2662 -0.1315
C -0.1159 0.6296 0.3327
H 0.1936 -0.1660 0.0957
H -0.1493 0.1642 -0.2310
H -0.2777 -0.2827 -0.0658
C -0.3807 0.0307 -0.1156
H 0.1545 0.0554 -0.1389
H -0.2876 -0.3004 -0.0657
H 0.0662 0.0601 0.1049
C 0.2074 -0.2916 -0.3756
H 0.1067 -0.0134 0.3415
H -0.2347 -0.2405 0.0160
H -0.0817 0.2624 -0.0320
C -0.2845 -0.4816 0.6809
H 0.2185 -0.0089 -0.0529
H -0.2085 0.2923 -0.0968
H -0.2807 -0.1656 -0.2841
Pt -0.6299 1.2593 0.8730
N -1.2561 2.0544 -0.9129
C 0.5357 -1.3313 0.4427
C 0.3538 0.0331 0.0770
C -0.5121 -0.4611 -0.1231
C 0.1143 0.1517 0.3565
C 0.4359 -0.1105 -0.3750
H 0.0162 0.2514 0.1395
H -0.1971 0.1313 -0.1289
H 0.4012 -0.1981 0.1828
H -0.2198 0.1035 -0.0252
H 0.0330 -0.3416 0.1678
H 0.2582 0.0083 0.0180
H 0.0261 -0.2570 0.0223
H -0.3398 0.2861 -0.0361
H 0.2310 -0.0222 -0.0170
C 0.0064 0.3361 -0.0932
C 0.1543 0.4006 -0.2177
C -0.3617 0.4312 -0.0721
O 0.0535 -1.1580 0.5913
H 0.0192 0.1816 0.1934
H -0.0490 -0.0556 -0.2438
H 0.0676 -0.1369 0.0131
H -0.0067 -0.0648 -0.2174
H 0.0490 -0.1028 0.0144
H 0.1103 0.1201 0.1712

## Properties
- charge = +3
- spin multiplicity = 5
- highest occupied orbital energy (spin up / spin down) (eV) = -14.7896 / -16.8443
- LUMO level (spin up / spin down) (eV) = -9.257 / -14.237



Let's list ΔE to the lowest compared entry with this formula, charge and spin in order: 18.0, 7.7 kJ/mol.